No. 1
DFT (ωB97M-V/def2-TZVPD) results for a molecular structure, C51H45IrN4O9PSe at a distorted geometry.

Values from the calculation:
- spin multiplicity = 5
- E_tot (eV) = -155473.2034
- ⟨S²⟩ = 6.101
- HOMO-LUMO gap (alpha / beta) (eV) = 4.60 / 4.81
- charge = -1
- LUMO level (alpha / beta) (eV) = 1.9 / 0.7
- HOMO level (alpha / beta) (eV) = -2.65 / -4.15

Geometry (Å):
Ir (14.55, 16.17, 14.71)
C (15.41, 24.11, 20.55)
O (14.56, 22.92, 20.75)
C (14.32, 22.11, 19.67)
C (14.77, 22.35, 18.36)
C (14.92, 21.25, 17.55)
C (14.40, 19.99, 17.83)
C (13.61, 19.91, 18.99)
C (13.66, 20.93, 19.92)
C (14.56, 18.84, 16.92)
C (14.66, 17.51, 17.44)
C (14.59, 17.16, 18.85)
C (14.47, 15.80, 18.91)
C (14.73, 15.26, 17.61)
N (14.76, 16.32, 16.70)
C (15.10, 13.94, 17.28)
C (15.51, 13.58, 15.96)
C (16.28, 12.38, 15.60)
C (16.58, 12.44, 14.30)
C (15.93, 13.62, 13.76)
C (15.69, 13.88, 12.40)
C (15.84, 12.80, 11.39)
C (16.28, 12.95, 10.04)
C (16.17, 11.92, 9.12)
C (15.65, 10.67, 9.48)
O (15.40, 9.72, 8.50)
C (14.49, 8.63, 8.79)
C (15.45, 10.44, 10.85)
C (15.49, 11.50, 11.75)
C (14.97, 15.07, 11.99)
N (14.45, 16.11, 12.78)
C (13.54, 16.88, 11.95)
C (12.63, 17.91, 12.36)
C (11.34, 18.01, 11.73)
C (10.46, 18.99, 12.17)
C (9.13, 18.88, 11.87)
C (8.58, 17.68, 11.35)
O (7.22, 17.41, 11.42)
C (6.76, 16.35, 12.25)
C (9.47, 16.89, 10.63)
C (10.81, 17.03, 10.90)
C (12.79, 18.53, 13.76)
C (13.12, 20.01, 13.80)
C (13.73, 20.29, 14.97)
C (14.14, 18.99, 15.55)
N (13.88, 17.99, 14.64)
C (13.71, 16.37, 10.61)
C (14.47, 15.26, 10.63)
N (15.32, 14.30, 14.81)
C (15.21, 12.94, 18.37)
C (15.70, 13.18, 19.70)
C (15.65, 12.19, 20.70)
C (14.89, 11.02, 20.45)
O (14.52, 10.33, 21.55)
C (13.54, 9.30, 21.38)
C (14.53, 10.73, 19.10)
C (14.65, 11.69, 18.11)
H (15.54, 24.54, 21.54)
H (14.83, 24.79, 19.92)
H (16.38, 23.89, 20.11)
H (15.13, 23.33, 18.09)
H (15.46, 21.41, 16.63)
H (13.00, 19.05, 19.21)
H (13.24, 20.74, 20.91)
H (14.63, 17.88, 19.66)
H (14.35, 15.23, 19.85)
H (16.60, 11.62, 16.32)
H (17.19, 11.77, 13.71)
H (16.69, 13.88, 9.61)
H (16.41, 12.13, 8.06)
H (14.44, 7.98, 7.89)
H (13.48, 8.94, 9.03)
H (14.90, 7.99, 9.61)
H (15.19, 9.45, 11.24)
H (15.12, 11.29, 12.79)
H (10.83, 19.83, 12.75)
H (8.40, 19.61, 12.18)
H (5.67, 16.48, 12.35)
H (7.26, 16.35, 13.25)
H (6.97, 15.37, 11.75)
H (9.11, 16.11, 9.95)
H (11.48, 16.28, 10.43)
H (12.71, 20.68, 13.05)
H (13.71, 21.26, 15.48)
H (13.26, 16.76, 9.72)
H (14.63, 14.60, 9.81)
H (16.11, 14.14, 19.94)
H (16.05, 12.33, 21.70)
H (13.07, 9.15, 22.39)
H (13.97, 8.33, 21.07)
H (12.79, 9.58, 20.66)
H (14.08, 9.76, 18.89)
H (14.35, 11.41, 17.10)
O (11.49, 18.26, 14.43)
Se (11.12, 16.62, 15.05)
O (9.70, 16.20, 14.26)
O (12.47, 15.59, 14.52)
O (11.19, 16.67, 16.71)
C (10.23, 9.56, 14.33)
P (11.34, 10.97, 14.77)
C (10.38, 11.80, 16.07)
C (11.27, 12.06, 13.34)
O (12.71, 10.50, 15.33)
H (9.38, 9.96, 13.77)
H (9.90, 8.99, 15.20)
H (10.72, 8.87, 13.64)
H (9.34, 12.00, 15.83)
H (10.84, 12.76, 16.27)
H (10.36, 11.21, 16.99)
H (10.23, 12.31, 13.03)
H (11.84, 11.58, 12.52)
H (11.78, 13.01, 13.58)


No. 2
DFT (ωB97M-V/def2-TZVPD) results for CH2OS2 in the gas phase at a distorted geometry.

Values from the calculation:
- E_tot (eV) = -24784.7666
- HOMO-LUMO gap (alpha / beta) (eV) = 8.60 / 6.54
- LUMO level (alpha / beta) (eV) = -1.3 / -2.6
- HOMO level (alpha / beta) (eV) = -9.90 / -9.12

Geometry (Å):
C (-0.53, 0.00, -0.06)
O (2.05, -0.86, 0.38)
S (1.30, 0.21, -0.30)
S (-1.13, 1.70, 0.08)
H (-0.96, -0.48, -0.94)
H (-0.73, -0.57, 0.84)


No. 3
DFT (ωB97M-V/def2-TZVPD) results for a molecular structure, C43H49ClN5O7P2S2V at a distorted geometry.

Values from the calculation:
- spin multiplicity = 2
- E_tot (eV) = -145625.7816
- ⟨S²⟩ = 0.760
- HOMO-LUMO gap (alpha / beta) (eV) = 6.39 / 6.87
- charge = +1
- LUMO level (alpha / beta) (eV) = -3.6 / -3.1
- HOMO level (alpha / beta) (eV) = -9.96 / -9.97

Geometry (Å):
V (-0.69, 0.79, -0.06)
C (-0.39, -2.54, -1.07)
P (-1.48, -1.58, 0.03)
C (-1.00, -2.28, 1.65)
N (-1.58, -3.36, 2.09)
C (-1.25, -3.79, 3.34)
C (-1.86, -4.96, 3.86)
C (-1.56, -5.36, 5.12)
C (-0.66, -4.63, 5.93)
C (-0.06, -3.50, 5.45)
C (-0.34, -3.07, 4.13)
N (0.26, -1.95, 3.65)
C (-0.03, -1.57, 2.44)
P (0.76, -0.02, 1.82)
C (0.61, 1.09, 3.26)
C (2.60, -0.41, 1.80)
C (2.83, -1.41, 0.66)
C (3.12, -0.99, 3.12)
C (3.37, 0.90, 1.54)
C (-3.21, -2.08, -0.46)
C (-4.19, -1.27, 0.40)
C (-3.51, -3.57, -0.34)
C (-3.34, -1.63, -1.93)
H (-0.51, -3.60, -0.89)
H (0.65, -2.26, -0.87)
H (-0.61, -2.31, -2.11)
H (-2.55, -5.50, 3.23)
H (-2.02, -6.25, 5.53)
H (-0.44, -4.97, 6.93)
H (0.64, -2.92, 6.04)
H (1.09, 0.60, 4.10)
H (-0.43, 1.27, 3.50)
H (1.10, 2.04, 3.04)
H (2.31, -2.35, 0.86)
H (3.89, -1.62, 0.57)
H (2.49, -0.99, -0.29)
H (2.50, -1.79, 3.51)
H (3.21, -0.22, 3.88)
H (4.12, -1.38, 2.93)
H (3.11, 1.33, 0.59)
H (4.44, 0.68, 1.54)
H (3.18, 1.63, 2.33)
H (-4.08, -1.50, 1.46)
H (-5.21, -1.51, 0.10)
H (-4.05, -0.19, 0.25)
H (-3.57, -3.88, 0.70)
H (-2.75, -4.18, -0.83)
H (-4.47, -3.76, -0.83)
H (-2.96, -0.62, -2.08)
H (-4.39, -1.64, -2.20)
H (-2.81, -2.31, -2.60)
C (1.55, -1.37, -5.88)
O (0.67, -0.30, -6.22)
C (0.04, 0.34, -5.24)
C (-0.70, 1.48, -5.62)
C (-1.36, 2.20, -4.66)
C (-1.32, 1.85, -3.31)
C (-2.10, 2.54, -2.30)
C (-2.83, 3.80, -2.67)
O (-2.22, 2.13, -1.14)
C (-0.55, 0.72, -2.96)
O (-0.40, 0.42, -1.65)
C (0.09, -0.05, -3.91)
H (2.02, -1.67, -6.81)
H (0.99, -2.21, -5.47)
H (2.31, -1.03, -5.18)
H (-0.71, 1.76, -6.66)
H (-1.93, 3.07, -4.97)
H (-3.59, 3.59, -3.43)
H (-2.14, 4.54, -3.08)
H (-3.32, 4.21, -1.79)
H (0.70, -0.87, -3.58)
Cl (-7.13, 4.76, 3.00)
C (-5.82, 3.67, 2.75)
C (-5.66, 2.58, 3.61)
C (-4.61, 1.71, 3.41)
C (-3.72, 1.92, 2.36)
C (-3.88, 3.01, 1.51)
C (-4.94, 3.88, 1.70)
C (-2.62, 0.95, 2.17)
O (-2.54, -0.08, 2.81)
O (-1.67, 1.28, 1.28)
H (-6.36, 2.44, 4.42)
H (-4.47, 0.85, 4.05)
H (-3.19, 3.15, 0.69)
H (-5.09, 4.73, 1.04)
N (8.00, -0.90, -0.83)
C (6.87, -0.28, -1.31)
C (5.91, -1.00, -2.03)
C (4.75, -0.39, -2.47)
C (4.52, 0.95, -2.18)
C (5.47, 1.69, -1.48)
C (6.63, 1.08, -1.05)
S (3.07, 1.73, -2.76)
O (2.59, 0.94, -3.87)
O (3.37, 3.13, -2.99)
N (2.00, 1.57, -1.54)
C (1.39, 2.62, -1.03)
S (1.73, 4.31, -1.38)
C (0.49, 4.79, -0.27)
C (-0.11, 3.73, 0.28)
N (0.37, 2.50, -0.13)
H (8.26, -1.77, -1.25)
H (8.77, -0.32, -0.55)
H (6.10, -2.05, -2.27)
H (4.02, -0.94, -3.05)
H (5.30, 2.74, -1.30)
H (7.38, 1.65, -0.51)
H (0.27, 5.83, -0.09)
H (-0.91, 3.75, 1.00)


No. 4
DFT (ωB97M-V/def2-TZVPD) results for a molecular structure, C22H42CeCl3N2O4SSi at a distorted geometry.

Values from the calculation:
- spin multiplicity = 2
- E_tot (eV) = -103880.9399
- ⟨S²⟩ = 0.751
- HOMO-LUMO gap (alpha / beta) (eV) = 7.30 / 7.65
- LUMO level (alpha / beta) (eV) = -0.2 / -0.2
- HOMO level (alpha / beta) (eV) = -7.47 / -7.82

Geometry (Å):
C (2.53, -2.56, -6.73)
C (1.95, -1.74, -7.84)
H (2.02, -3.53, -6.72)
H (2.38, -2.08, -5.75)
H (3.60, -2.75, -6.90)
C (1.83, -2.22, -9.08)
C (2.21, -3.60, -9.46)
H (1.47, -1.59, -9.89)
H (1.76, -4.36, -8.81)
H (3.30, -3.76, -9.44)
H (1.87, -3.79, -10.48)
Ce (0.87, 0.20, -1.82)
Cl (2.97, -0.46, -0.55)
Cl (2.17, 1.83, -3.45)
C (-0.14, 3.30, -2.02)
O (-0.53, 2.12, -1.75)
N (-0.90, 4.20, -2.63)
C (-2.30, 3.88, -2.92)
C (-0.27, 5.29, -3.37)
H (0.89, 3.60, -1.77)
H (-2.78, 3.48, -2.03)
H (-2.39, 3.15, -3.74)
H (-2.78, 4.82, -3.22)
H (0.66, 5.57, -2.86)
H (-0.96, 6.13, -3.40)
H (-0.03, 4.97, -4.39)
H (-0.87, -5.16, -0.50)
H (-0.48, -3.35, -3.44)
C (-1.82, -4.71, -0.84)
C (-1.48, -3.64, -3.07)
N (-1.60, -3.50, -1.63)
H (-2.43, -4.48, 0.04)
C (-1.32, -2.36, -0.99)
O (-0.93, -1.31, -1.57)
H (-2.23, -2.99, -3.56)
H (-1.44, -2.39, 0.11)
H (-2.35, -5.43, -1.47)
H (-1.70, -4.68, -3.32)
O (0.54, -0.39, -6.48)
C (1.54, -0.32, -7.49)
C (0.02, 0.21, -9.44)
C (1.11, 0.57, -8.64)
H (-0.45, -0.76, -9.28)
C (-0.45, 1.12, -10.39)
H (2.44, 0.12, -7.01)
C (1.79, 1.77, -8.83)
H (-1.31, 0.84, -11.01)
C (0.24, 2.32, -10.58)
C (1.35, 2.65, -9.81)
H (2.65, 1.99, -8.17)
H (-0.10, 3.01, -11.36)
H (1.91, 3.57, -9.99)
Si (-0.82, 0.45, -5.96)
Cl (0.84, -1.50, -4.05)
C (-2.22, -0.03, -7.12)
C (-0.46, 2.29, -6.17)
C (-1.56, 0.24, -4.27)
H (-2.19, 0.53, -8.07)
H (-3.17, 0.20, -6.61)
H (-2.19, -1.10, -7.35)
H (-1.61, -0.82, -4.00)
H (-2.58, 0.65, -4.24)
H (-0.96, 0.82, -3.56)
H (-0.25, 2.54, -7.22)
H (0.42, 2.56, -5.56)
H (-1.32, 2.89, -5.84)
C (-1.58, 1.50, 2.19)
S (-0.05, 0.59, 1.96)
C (-0.62, -0.99, 2.62)
O (0.06, 0.42, 0.44)
H (-1.66, 1.74, 3.26)
H (-2.43, 0.88, 1.87)
H (-1.54, 2.43, 1.59)
H (-1.71, -1.06, 2.52)
H (-0.12, -1.81, 2.11)
H (-0.35, -1.00, 3.69)


Which value of E_tot does entry 1 give? -155473.2034 eV